Formula: CH28CdO17
Source: the Open Molecules 2025 dataset
Level of theory: ωB97M-V/def2-TZVPD

Computed properties:
**Energy above the lowest of the compared OMol25 structures with the same formula, charge and spin**: 1.376 eV
**Multiplicity**: 1
**E**: -1501.666672 Ha
**Kohn-Sham gap**: 7.52 eV
**Highest occupied orbital energy**: -0.333 Eh

Positions of all 47 atoms, in Å:
Cd -1.841 0.196 -0.877
C 0.473 -0.223 0.240
O -0.738 -0.801 0.678
O 1.642 -0.727 0.410
O 0.246 0.792 -0.543
O 4.321 -1.309 0.324
H 4.447 -2.227 0.072
H 3.333 -1.241 0.230
O -2.635 -2.077 -0.601
H -3.110 -2.627 -1.214
H -3.096 -2.348 0.190
O 2.214 -0.207 -2.079
H 2.024 -0.168 -1.105
H 1.379 0.086 -2.382
O -0.941 -0.952 -2.636
H -0.957 -1.892 -2.301
H -1.005 -1.025 -3.597
O 0.405 2.635 1.237
H 0.259 1.982 0.539
H -0.501 2.865 1.511
O -1.838 0.937 2.387
H -1.231 0.241 2.065
H -2.246 0.579 3.153
O -2.124 2.460 -0.089
H -2.955 2.725 0.297
H -1.817 3.235 -0.628
O -3.661 0.250 0.642
H -4.662 0.346 0.733
H -3.156 0.579 1.417
O 1.662 2.666 -1.823
H 1.255 1.916 -1.437
H 2.548 2.390 -1.878
O 3.050 1.317 0.623
H 3.935 0.949 0.480
H 2.415 0.553 0.704
O -1.371 1.875 -2.709
H -1.307 2.815 -2.535
H -0.546 1.739 -3.188
O -0.639 -2.806 2.336
H -1.589 -2.895 2.523
H -0.546 -2.130 1.663
O 1.401 -3.203 -0.212
H 0.698 -3.240 -0.804
H 1.415 -2.303 0.145
O 2.032 -0.901 2.869
H 1.531 -0.811 1.971
H 1.827 -0.014 3.199

Computed Löwdin charges, given in elementary charges: number 1, Cd, carries 1.50; number 2, C, carries -0.61; number 3, O, carries -0.25; number 4, O, carries -0.15; number 5, O, carries -0.20; number 6, O, carries -0.06; number 7, H, carries 0.04; number 8, H, carries 0.01; number 9, O, carries -0.09; number 10, H, carries 0.06; number 11, H, carries 0.06; number 12, O, carries -0.04; number 13, H, carries 0.00; number 14, H, carries -0.03; number 15, O, carries -0.09; number 16, H, carries 0.09; number 17, H, carries 0.09; number 18, O, carries -0.06; number 19, H, carries -0.05; number 20, H, carries 0.02; number 21, O, carries -0.03; number 22, H, carries 0.04; number 23, H, carries 0.06; number 24, O, carries -0.10; number 25, H, carries 0.06; number 26, H, carries 0.10; number 27, O, carries -0.15; number 28, H, carries 0.11; number 29, H, carries -0.01; number 30, O, carries -0.03; number 31, H, carries -0.07; number 32, H, carries 0.01; number 33, O, carries -0.07; number 34, H, carries 0.04; number 35, H, carries -0.03; number 36, O, carries -0.09; number 37, H, carries 0.05; number 38, H, carries 0.06; number 39, O, carries -0.06; number 40, H, carries 0.02; number 41, H, carries -0.06; number 42, O, carries -0.01; number 43, H, carries -0.02; number 44, H, carries -0.02; number 45, O, carries -0.08; number 46, H, carries 0.01; number 47, H, carries 0.03

***

Formula: C15H31FeN5O7
Source: the Open Molecules 2025 dataset
Level of theory: ωB97M-V/def2-TZVPD

Computed properties:
**Multiplicity**: 5
**Expectation value of S²**: 6.232
**E**: -2654.006788 Ha
**Kohn-Sham gap (spin up / spin down)**: 6.62 / 6.36 eV
**Highest occupied orbital energy (spin up / spin down)**: -0.255 / -0.253 Eh

Positions of all 59 atoms, in Å:
O -1.012 0.129 -3.165
H -0.810 0.925 -3.691
Fe -0.358 0.136 -0.860
N 0.415 1.225 0.719
N 1.604 0.613 -1.392
N -0.951 -1.177 0.636
N 0.257 -1.812 -1.392
O 0.069 1.207 1.997
O -1.230 -0.876 1.915
O 1.232 -2.146 -2.221
O 2.413 0.006 -2.209
C 2.078 1.738 -0.828
C 1.421 2.068 0.395
C -1.155 -2.454 0.299
C -0.465 -2.817 -0.896
C 1.871 3.104 1.360
H 2.581 2.690 2.094
H 1.006 3.505 1.902
H 2.374 3.924 0.835
C 3.307 2.366 -1.375
H 3.385 2.145 -2.443
H 4.208 1.974 -0.882
H 3.286 3.449 -1.235
C -1.937 -3.386 1.148
C -0.470 -4.176 -1.487
H -2.478 -2.834 1.919
H -1.286 -4.114 1.647
H -2.659 -3.940 0.536
H 0.083 -4.160 -2.429
H -1.501 -4.503 -1.671
H 0.001 -4.898 -0.811
H -0.705 0.070 2.032
H 1.827 -1.196 -2.251
C -1.797 0.941 -1.580
H -1.293 1.830 -1.118
H -2.452 0.249 -1.017
H -2.494 1.409 -2.242
O -4.506 2.708 -1.942
H -5.286 2.312 -1.516
H -4.418 3.568 -1.501
O 2.044 -1.156 0.652
C 2.548 -1.274 1.779
C 3.729 -2.191 2.098
C 4.961 -1.466 2.637
C 4.937 -1.208 4.145
C 3.822 -0.267 4.601
C 2.423 -0.758 4.216
N 2.082 -0.548 2.826
H 3.387 -2.956 2.809
H 3.987 -2.692 1.158
H 5.831 -2.091 2.406
H 5.106 -0.516 2.104
H 4.836 -2.168 4.671
H 5.900 -0.775 4.444
H 3.853 -0.180 5.694
H 3.985 0.741 4.194
H 2.345 -1.832 4.456
H 1.674 -0.223 4.815
H 1.289 0.082 2.611

Computed Löwdin charges, given in elementary charges: number 1, O, carries -0.18; number 2, H, carries 0.04; number 3, Fe, carries 0.80; number 4, N, carries -0.15; number 5, N, carries -0.13; number 6, N, carries -0.09; number 7, N, carries -0.08; number 8, O, carries -0.21; number 9, O, carries -0.07; number 10, O, carries -0.04; number 11, O, carries -0.12; number 12, C, carries -0.27; number 13, C, carries -0.26; number 14, C, carries -0.25; number 15, C, carries -0.26; number 16, C, carries -0.02; number 17, H, carries 0.09; number 18, H, carries 0.08; number 19, H, carries 0.08; number 20, C, carries -0.03; number 21, H, carries 0.08; number 22, H, carries 0.10; number 23, H, carries 0.07; number 24, C, carries -0.01; number 25, C, carries -0.01; number 26, H, carries 0.08; number 27, H, carries 0.10; number 28, H, carries 0.09; number 29, H, carries 0.08; number 30, H, carries 0.09; number 31, H, carries 0.09; number 32, H, carries 0.03; number 33, H, carries 0.04; number 34, C, carries -0.10; number 35, H, carries 0.10; number 36, H, carries 0.10; number 37, H, carries 0.04; number 38, O, carries -0.06; number 39, H, carries 0.05; number 40, H, carries 0.05; number 41, O, carries 0.04; number 42, C, carries -0.43; number 43, C, carries -0.10; number 44, C, carries -0.20; number 45, C, carries -0.22; number 46, C, carries -0.19; number 47, C, carries -0.18; number 48, N, carries 0.08; number 49, H, carries 0.12; number 50, H, carries 0.12; number 51, H, carries 0.11; number 52, H, carries 0.12; number 53, H, carries 0.11; number 54, H, carries 0.11; number 55, H, carries 0.11; number 56, H, carries 0.11; number 57, H, carries 0.12; number 58, H, carries 0.12; number 59, H, carries 0.09

***

Formula: C10H31NO9Pd
Source: the Open Molecules 2025 dataset
Level of theory: ωB97M-V/def2-TZVPD

Computed properties:
**Energy above the lowest of the compared OMol25 structures with the same formula, charge and spin**: 1.064 eV
**Multiplicity**: 3
**Expectation value of S²**: 2.005
**E**: -1259.184297 Ha
**Kohn-Sham gap (spin up / spin down)**: 7.52 / 7.65 eV
**Highest occupied orbital energy (spin up / spin down)**: -0.269 / -0.274 Eh

Positions of all 52 atoms, in Å:
Pd 0.299 -0.405 -0.140
O 1.398 -2.217 0.020
H 2.254 -2.136 0.483
O -0.893 -0.069 1.554
H -1.850 0.054 1.706
C 1.604 1.438 -3.869
C 1.041 1.367 -2.422
C -0.478 1.380 -2.431
O -1.025 1.101 -1.135
C -2.333 1.699 -0.834
N 1.461 0.027 -2.011
H 1.411 2.299 -4.509
H 1.234 0.655 -4.531
H 2.677 1.285 -3.977
H 1.493 2.116 -1.772
H -0.954 0.614 -3.043
H -0.709 2.393 -2.764
H -3.034 1.660 -1.667
H -2.348 2.745 -0.526
H -2.851 1.136 -0.058
H 2.464 0.085 -1.909
H 1.338 -0.639 -2.760
C 1.266 2.380 2.519
C 1.631 2.293 1.055
O 1.873 0.948 0.664
O -0.127 2.350 2.673
H 1.519 3.393 2.832
H 1.817 1.672 3.139
H 2.531 2.857 0.813
H 0.831 2.760 0.480
H 2.655 0.656 1.139
H -0.425 1.634 2.107
C -0.311 -1.476 4.509
C -1.074 -0.235 5.024
O -2.061 0.156 4.072
O 0.669 -1.016 3.486
H -0.922 -2.265 4.072
H 0.211 -1.953 5.338
H -0.315 0.543 5.102
H -1.514 -0.519 5.980
H -1.693 0.293 3.196
H 0.178 -0.643 2.750
C -1.102 -2.298 -2.707
C -0.866 -3.788 -2.410
O 0.562 -3.974 -2.155
O -1.135 -1.557 -1.461
H -2.081 -2.232 -3.182
H -0.406 -1.932 -3.462
H -1.295 -4.363 -3.230
H -1.571 -4.172 -1.672
H 0.882 -4.197 -3.033
H -1.926 -1.906 -1.043

Computed Löwdin charges, given in elementary charges: number 1, Pd, carries 1.03; number 2, O, carries -0.43; number 3, H, carries -0.06; number 4, O, carries -0.42; number 5, H, carries 0.00; number 6, C, carries -0.06; number 7, C, carries -0.36; number 8, C, carries -0.17; number 9, O, carries -0.31; number 10, C, carries -0.04; number 11, N, carries -0.01; number 12, H, carries 0.07; number 13, H, carries 0.08; number 14, H, carries 0.08; number 15, H, carries 0.14; number 16, H, carries 0.13; number 17, H, carries 0.13; number 18, H, carries 0.08; number 19, H, carries 0.09; number 20, H, carries 0.08; number 21, H, carries 0.10; number 22, H, carries 0.08; number 23, C, carries -0.25; number 24, C, carries -0.22; number 25, O, carries -0.14; number 26, O, carries -0.06; number 27, H, carries 0.12; number 28, H, carries 0.12; number 29, H, carries 0.12; number 30, H, carries 0.12; number 31, H, carries 0.12; number 32, H, carries 0.01; number 33, C, carries -0.19; number 34, C, carries -0.23; number 35, O, carries -0.09; number 36, O, carries -0.13; number 37, H, carries 0.11; number 38, H, carries 0.10; number 39, H, carries 0.11; number 40, H, carries 0.11; number 41, H, carries 0.00; number 42, H, carries -0.02; number 43, C, carries -0.20; number 44, C, carries -0.21; number 45, O, carries -0.06; number 46, O, carries -0.13; number 47, H, carries 0.11; number 48, H, carries 0.11; number 49, H, carries 0.11; number 50, H, carries 0.12; number 51, H, carries 0.08; number 52, H, carries 0.11

***

Formula: C6H9AuCl2O6PV
Source: the Open Molecules 2025 dataset
Level of theory: ωB97M-V/def2-TZVPD

Computed properties:
**Multiplicity**: 5
**Expectation value of S²**: 6.075
**Total charge**: +4
**E**: -3024.828111 Ha
**Kohn-Sham gap (spin up / spin down)**: 5.86 / 5.16 eV
**Highest occupied orbital energy (spin up / spin down)**: -0.900 / -0.902 Eh

Positions of all 26 atoms, in Å:
V -3.250 -1.376 -1.919
Au -0.863 -0.999 -0.322
Cl -2.236 0.631 -1.592
Cl -1.171 -2.508 -2.519
C 0.301 -2.124 0.726
C -4.905 -0.603 -1.469
C -3.991 -3.076 -1.999
O 1.039 -2.898 1.164
O -5.959 -0.166 -1.258
O -4.523 -4.120 -2.104
C 2.917 -0.515 -0.500
O 1.955 0.299 -1.207
P 0.724 1.445 -0.765
O 1.801 2.499 -0.183
C 2.566 2.428 1.032
O -0.375 1.722 0.698
C -0.461 1.175 2.027
H 2.971 -1.546 -0.895
H 2.654 -0.591 0.550
H 3.925 -0.084 -0.576
H 2.364 1.567 1.678
H 3.602 2.385 0.683
H 2.434 3.356 1.609
H 0.041 0.218 2.110
H -0.042 1.884 2.750
H -1.518 0.998 2.282

Computed Löwdin charges, given in elementary charges: number 1, V, carries 0.55; number 2, Au, carries 0.56; number 3, Cl, carries 0.30; number 4, Cl, carries 0.26; number 5, C, carries -0.13; number 6, C, carries -0.06; number 7, C, carries -0.09; number 8, O, carries 0.26; number 9, O, carries 0.34; number 10, O, carries 0.32; number 11, C, carries 0.02; number 12, O, carries -0.19; number 13, P, carries 1.10; number 14, O, carries -0.20; number 15, C, carries 0.01; number 16, O, carries -0.22; number 17, C, carries -0.02; number 18, H, carries 0.16; number 19, H, carries 0.08; number 20, H, carries 0.16; number 21, H, carries 0.10; number 22, H, carries 0.14; number 23, H, carries 0.16; number 24, H, carries 0.06; number 25, H, carries 0.17; number 26, H, carries 0.15

***

Formula: C6H15N3
Source: the Open Molecules 2025 dataset
Level of theory: ωB97M-V/def2-TZVPD

Computed properties:
**Energy above the lowest of the compared OMol25 structures with the same formula, charge and spin**: 6.229 eV
**Multiplicity**: 1
**E**: -401.658372 Ha
**Kohn-Sham gap (spin up / spin down)**: 6.84 / 7.75 eV
**Highest occupied orbital energy (spin up / spin down)**: -0.220 / -0.253 Eh

Positions of all 24 atoms, in Å:
C -0.337 0.610 -0.402
C 1.585 0.539 1.226
C 0.229 -1.699 0.076
C 2.786 0.582 0.330
N -0.230 -0.377 0.488
N -0.922 1.786 -0.014
N 0.292 0.673 -1.623
C -2.319 -0.744 -0.570
C -3.244 -0.883 0.360
H -1.332 1.755 0.906
H -0.452 2.643 -0.261
H -0.148 1.259 -2.316
H 0.654 -0.194 -1.984
H 1.622 -0.186 2.031
H 1.217 1.501 1.566
H -2.501 -0.959 -1.626
H 1.232 -1.876 0.469
H -0.451 -2.431 0.506
H 0.255 -1.888 -1.003
H 3.017 -0.402 -0.089
H 3.689 0.902 0.872
H 2.647 1.278 -0.501
H -3.026 -0.674 1.406
H -4.264 -1.217 0.154

Computed Löwdin charges, given in elementary charges: number 1, C, carries -0.61; number 2, C, carries -0.12; number 3, C, carries -0.13; number 4, C, carries -0.18; number 5, N, carries -0.05; number 6, N, carries 0.14; number 7, N, carries 0.17; number 8, C, carries -0.08; number 9, C, carries -0.13; number 10, H, carries 0.11; number 11, H, carries 0.10; number 12, H, carries 0.11; number 13, H, carries 0.09; number 14, H, carries 0.06; number 15, H, carries 0.05; number 16, H, carries 0.03; number 17, H, carries 0.07; number 18, H, carries 0.08; number 19, H, carries 0.07; number 20, H, carries 0.06; number 21, H, carries 0.07; number 22, H, carries 0.05; number 23, H, carries 0.03; number 24, H, carries 0.03